(1)
Density functional theory data (ωB97M-V/def2-TZVPD) for an isolated ion of composition C4H12N2 and charge +2 in a non-equilibrium geometry.

The geometry in XYZ format:
```
18
Properties=species:S:1:pos:R:3
N 1.37 2.59 -0.71
C 1.35 1.13 -0.33
C 0.17 0.53 -0.42
C 0.02 -0.98 -0.57
C -1.28 -1.46 0.04
N -1.12 -1.65 1.57
H 2.13 3.19 -0.37
H 0.48 2.98 -0.39
H 1.42 2.65 -1.74
H 2.27 0.76 0.11
H -0.75 1.07 -0.64
H 0.02 -1.06 -1.67
H 0.89 -1.56 -0.28
H -1.73 -2.42 -0.20
H -2.10 -0.78 -0.19
H -0.54 -0.88 1.92
H -0.61 -2.51 1.76
H -1.98 -1.62 2.11
```

Results
**Largest force on an atom**: 0.034 hartree/bohr
**Spin multiplicity**: 1
**Orbital gap**: 0.428 hartree
**LUMO energy**: -7.31 eV
**Net charge**: +2
**ΔE to the lowest compared entry with this formula, charge and spin**: 46.3 kJ/mol
**SMILES**: [NH3+]/C=C/CC[NH3+]


(2)
Density functional theory data (ωB97M-V/def2-TZVPD) for a 2-piece molecular cluster, C3H6O2 overall in a non-equilibrium geometry.

The geometry in XYZ format:
```
11
Properties=species:S:1:pos:R:3
C 1.42 0.72 0.40
C 0.40 -0.15 -0.33
C -0.91 -0.75 0.17
O 1.61 -0.67 -0.11
O -1.95 0.21 0.23
H 1.89 1.49 -0.14
H 1.18 0.86 1.49
H 0.42 0.40 -2.01
H -0.71 -0.87 1.34
H -1.32 -1.71 -0.34
H -2.04 0.46 -0.70
```

Results
**Largest force on an atom**: 0.089 hartree/bohr
**Spin multiplicity**: 1
**Orbital gap**: 0.376 hartree
**LUMO energy**: 0.77 eV
**Net charge**: 0
**ΔE to the lowest compared entry with this formula, charge and spin**: 514.0 kJ/mol


> Which formula does entry 1 have?

C4H12N2


> net charge of number 2 (C3H6O2)?

0